A 2-piece molecular cluster, C7H14O overall at a distorted geometry. Source: the OMol25 dataset; level of theory: ωB97M-V with the def2-TZVPD basis set.

Structure (XYZ):
```
22
Properties=species:S:1:pos:R:3:lowdin_charge:R:1
C 0.71649 1.86007 0.62859 0.05
C 0.14109 1.41116 -0.49030 -0.33
C 0.24272 2.06742 -1.83792 -0.05
C -0.71861 0.18033 -0.57015 -0.32
C -2.04477 0.22504 -0.58683 0.05
C -0.03829 -1.15230 -0.73853 -0.20
C 1.01156 -1.50253 0.36113 -0.11
H 0.57346 1.33928 1.56632 0.06
H 1.56599 2.57208 0.59155 0.07
H -0.18337 3.07335 -1.87833 0.09
H 1.32345 2.22765 -2.01044 0.09
H -0.16597 1.43904 -2.59204 0.07
H -2.60625 -0.69366 -0.70047 0.06
H -2.68180 1.07249 -0.39404 0.06
H 0.55656 -1.17888 -1.66072 0.11
H -0.81704 -1.96507 -0.82502 0.12
H 1.11986 -2.55641 0.28169 0.06
H 0.65401 -1.08853 1.35982 0.05
H 1.91338 -0.90668 0.21239 0.07
O -0.18564 -2.02880 2.73341 -0.07
H 0.58986 -2.24108 3.26676 0.06
H -0.96669 -2.15395 3.28315 0.05
```

Its SMILES is C=C(C)C(=C)CC.O. As for the total charge: 0. As for the molar mass: 114.2 u. The relative energy (zero: lowest compared OMol25 entry of this formula, charge and spin) comes out at 2.257 eV.

---

A 3-piece molecular cluster, C7H14O3 overall at a distorted geometry. Source: the OMol25 dataset; level of theory: ωB97M-V with the def2-TZVPD basis set.

Structure (XYZ):
```
24
Properties=species:S:1:pos:R:3:lowdin_charge:R:1
C 0.58812 -2.77727 1.00722 -0.07
C -0.53157 -1.87118 1.52671 -0.40
C -0.05633 -1.10659 2.76238 -0.07
C -1.26555 -1.02275 0.44021 -0.09
C -1.66559 -2.02193 -0.65251 -0.04
C -2.51434 -0.43852 1.17031 -0.07
C -2.33579 0.95268 0.58267 -0.51
O -1.59962 1.87167 1.06165 -0.02
O -2.07495 0.58596 -0.62355 -0.02
H 1.13582 -3.22671 1.84662 0.08
H 0.20772 -3.61837 0.41416 0.08
H 1.30184 -2.21827 0.38493 0.09
H -1.29470 -2.57220 1.91179 0.15
H 0.28009 -1.81958 3.52729 0.09
H 0.81789 -0.48169 2.52922 0.08
H -0.80957 -0.46376 3.23397 0.08
H -2.05718 -2.96075 -0.23700 0.10
H -2.56045 -1.74682 -1.22528 0.09
H -0.80619 -2.22771 -1.30102 0.10
H -3.45640 -0.89935 0.85226 0.13
H -2.52686 -0.38564 2.26593 0.11
O 0.46699 0.44187 0.14831 -0.14
H 1.08130 0.51611 0.88395 0.01
H -0.22102 1.47093 0.68838 0.24
```

As for the total charge: 0. As for the molar mass: 146.2 u. The relative energy (zero: lowest compared OMol25 entry of this formula, charge and spin) comes out at 6.625 eV.

---

Q: Number 1 is which compound?
A: C7H14O